A | This record from the Open Molecules 2025 dataset describes a molecular structure, C26H49GdNO4Si2. The level of theory is the ωB97M-V functional and the def2-TZVPD basis.

Properties
Total charge: +1
HOMO (alpha / beta), eV: -10.72 / -10.15
Spin multiplicity: 8

Last column: Löwdin spin population.
Geometry (Å):
1 H 2.176 -1.144 -1.246  0.000
2 Si 3.382 0.399 0.219  -0.001
3 H -2.018 -1.997 2.115  0.008
4 C 0.589 -0.691 6.665  0.000
5 H -0.288 2.378 -5.449  0.000
6 H -1.128 3.412 -4.269  0.000
7 O -0.095 2.155 1.071  -0.017
8 H 0.603 -0.258 7.663  0.000
9 H -0.270 2.064 -2.388  0.000
10 H 2.258 0.642 -1.542  0.001
11 C 0.254 2.135 -3.346  0.000
12 C -0.326 2.729 2.244  -0.001
13 H -5.030 0.716 2.636  0.000
14 H 3.005 2.788 0.696  0.000
15 H 2.358 -0.630 -4.096  0.000
16 H -0.173 -4.613 -2.088  0.000
17 C -0.794 -3.771 -1.777  0.000
18 C -4.744 -0.927 -0.042  0.005
19 C 3.529 2.247 -0.103  0.000
20 H -1.783 -3.905 -2.222  0.000
21 N -0.043 0.505 3.206  -0.009
22 H 5.776 -0.152 0.008  0.000
23 H 0.989 -3.570 4.890  0.000
24 O -0.917 -1.304 -1.583  -0.012
25 H -5.703 -0.426 0.141  0.000
26 H 1.087 -2.678 7.269  0.000
27 H 4.593 2.523 -0.103  0.000
28 C 0.062 1.562 5.826  0.001
29 C -2.908 1.432 0.238  -0.007
30 H -1.790 -2.267 -4.131  0.000
31 C -1.911 -1.202 -3.916  0.000
32 H 1.299 0.158 -6.228  0.000
33 H -1.082 -0.626 -4.341  0.000
34 C 0.213 -0.317 4.270  0.000
35 H -3.710 1.603 -0.496  0.000
36 C -0.160 1.825 3.442  0.000
37 C 0.457 -1.683 4.031  -0.001
38 O 0.871 0.711 -3.523  0.000
39 H 2.716 -0.879 2.227  0.000
40 C -0.725 2.408 -4.445  0.000
41 H -2.856 -0.932 -4.405  0.000
42 C 2.080 0.748 -5.732  0.000
43 H -4.519 -0.831 -1.110  0.000
44 C 3.226 0.078 2.042  0.000
45 C 4.862 -0.519 -0.474  0.000
46 H 4.755 -1.592 -0.258  0.000
47 C 2.198 0.433 -4.279  0.000
48 H 1.118 0.412 -2.579  0.001
49 C 0.781 -2.520 5.095  0.000
50 C -0.171 -2.475 -2.206  0.000
51 C -0.158 2.385 4.739  0.000
52 C 1.926 -0.151 -0.838  -0.005
53 H -0.328 3.455 4.828  0.000
54 H 0.879 -2.348 -1.939  0.000
55 H -2.931 -1.457 -2.059  0.000
56 H 2.949 1.035 -3.767  0.000
57 H -1.966 1.598 -0.336  -0.003
58 H -1.581 1.722 -4.380  0.000
59 O -0.681 3.879 2.472  0.000
60 H 2.678 0.900 2.522  0.000
61 H 3.094 2.566 -1.063  0.000
62 H -0.873 -3.810 -0.691  0.000
63 H 0.053 1.942 6.853  0.000
64 C 0.293 0.190 5.608  0.000
65 H 0.395 -2.009 2.985  -0.001
66 H -4.858 -1.993 0.189  0.000
67 H -4.305 -0.783 3.254  0.000
68 H -2.955 2.237 0.988  0.000
69 C -4.090 0.153 2.721  0.002
70 C -2.002 -1.502 1.129  0.191
71 H -3.391 0.743 3.327  0.000
72 H 4.260 0.031 2.428  0.000
73 H 1.935 1.819 -5.894  0.000
74 H 1.107 2.811 -3.263  0.000
75 C 0.845 -2.025 6.424  0.000
76 H -2.164 0.165 -2.298  0.000
77 Si -3.375 -0.228 1.037  0.011
78 H -2.244 -2.304 0.404  0.008
79 Gd -0.371 0.001 0.473  6.832
80 H 4.960 -0.398 -1.563  0.000
81 H -0.173 -2.316 -3.293  0.000
82 C -2.057 -0.916 -2.440  -0.001
83 H 3.037 0.456 -6.174  0.000



B | This record from the Open Molecules 2025 dataset describes a molecular structure, C26H49GdNO4Si2. The level of theory is the ωB97M-V functional and the def2-TZVPD basis.

Properties
Total charge: +1
HOMO (alpha / beta), eV: -10.69 / -9.89
Spin multiplicity: 8

Last column: Löwdin spin population.
Geometry (Å):
1 C 0.137 2.050 -3.370  0.000
2 H 0.352 -0.048 -2.839  0.000
3 H 4.694 2.309 -0.413  0.000
4 H 0.055 2.017 7.323  0.000
5 C -4.754 -0.904 -0.281  0.004
6 H -0.364 2.026 -2.396  0.000
7 C -0.157 1.989 3.938  0.000
8 C 1.940 0.639 -5.679  0.000
9 C 0.597 -1.557 4.436  -0.001
10 H 2.233 -0.658 -3.965  0.000
11 H -5.207 0.613 2.434  0.000
12 C 0.880 -2.421 5.493  0.000
13 H 1.795 1.698 -5.910  0.000
14 H -4.540 -0.763 -1.350  0.000
15 C 3.624 2.117 -0.242  0.000
16 H -1.137 3.419 -4.334  0.000
17 H 3.075 2.401 -1.149  0.000
18 H 1.382 0.352 -1.345  0.003
19 H 0.576 -1.920 3.401  -0.001
20 H -2.059 -2.001 1.851  0.005
21 H -0.819 -3.483 -0.933  0.000
22 C 0.108 -2.423 -2.590  0.000
23 H -0.391 3.556 5.363  0.000
24 N 0.067 0.673 3.672  -0.016
25 C -0.639 -3.591 -2.007  0.000
26 C -2.971 1.539 0.188  -0.004
27 C -1.853 -1.223 -4.372  0.000
28 H 1.043 2.660 -3.323  0.000
29 H 1.165 0.047 -6.182  0.000
30 C 0.628 -0.637 7.106  0.000
31 H 1.093 -3.465 5.287  0.000
32 H 4.603 -0.499 -1.825  0.000
33 Si -3.438 -0.171 0.846  0.009
34 H 4.805 -0.016 2.136  0.000
35 H 1.607 -1.257 -0.662  0.003
36 H 3.404 0.982 2.587  0.000
37 C -0.392 2.907 2.744  -0.001
38 Si 3.330 0.306 0.172  0.006
39 H 1.113 -2.650 7.641  0.000
40 H 5.643 -0.499 -0.388  0.001
41 C 0.073 1.646 6.299  0.000
42 H -4.823 -1.984 -0.088  0.000
43 C 2.002 0.383 -4.202  0.000
44 H -0.027 -4.483 -2.157  0.000
45 H -1.167 -0.580 -4.931  0.000
46 Gd -0.160 0.169 1.283  6.822
47 H -2.139 0.054 -2.652  0.000
48 O -0.691 4.067 2.972  0.000
49 H 0.626 -0.257 8.132  0.000
50 H -1.906 1.795 0.040  -0.002
51 H -3.372 2.296 0.879  0.000
52 H -0.284 2.356 -5.467  0.000
53 H -1.671 1.746 -4.521  0.000
54 H 3.234 -0.795 2.441  0.000
55 C 0.893 -1.962 6.824  0.000
56 H -2.516 -1.659 -2.373  0.000
57 H 4.446 -1.787 -0.610  0.000
58 H -3.467 1.673 -0.785  0.000
59 C 3.712 0.096 2.008  0.000
60 O 0.641 0.618 -3.603  0.000
61 H -2.862 -1.012 -4.737  0.000
62 H 3.291 2.763 0.581  0.000
63 C 1.630 -0.185 -0.420  0.060
64 H 2.900 0.332 -6.096  0.000
65 H -1.595 -3.755 -2.510  0.000
66 C -1.836 -0.973 -2.891  0.000
67 H 1.130 -2.346 -2.211  0.000
68 H 2.692 1.056 -3.683  0.000
69 H -3.613 0.568 3.231  0.000
70 H -5.742 -0.465 -0.075  0.000
71 O -0.257 2.331 1.552  -0.018
72 H -4.500 -0.947 2.921  0.000
73 H 0.165 -2.470 -3.686  0.000
74 C -4.265 0.047 2.516  0.001
75 O -0.528 -1.144 -2.262  0.001
76 H -1.954 -1.983 0.089  0.005
77 H -1.649 -2.268 -4.621  0.000
78 C -0.176 2.496 5.241  0.000
79 C -0.788 2.397 -4.495  0.000
80 C 0.348 0.283 6.066  0.000
81 C 4.627 -0.711 -0.748  0.004
82 C 0.332 -0.197 4.709  0.000
83 C -1.979 -1.321 0.975  0.122



Pick B: it beats the second-best structure by 102.0 kJ/mol.